Record 1
Computed, not measured: a molecular structure, C32H32IN9O3PbS, with the ωB97M-V functional and the def2-TZVPD basis.

Summary:
- HOMO (alpha / beta): -13.39 / -13.40 eV
- 2S+1: 1
- Charge: +2

Last column: Löwdin charge in e.
Geometry (Å):
Pb1 3.472 -11.308 15.482  1.490
C1 3.297 -6.264 16.534  -0.002
C2 4.616 -6.618 15.917  -0.208
N1 5.237 -5.698 15.262  0.152
C3 6.396 -6.030 14.656  -0.022
C4 7.080 -7.232 14.767  -0.109
C5 8.424 -7.397 14.105  -0.163
O1 8.349 -8.267 12.951  -0.089
C6 6.379 -8.308 15.417  -0.011
C7 7.085 -9.577 15.562  -0.064
N2 6.523 -10.676 15.930  0.034
C8 7.346 -11.779 16.154  -0.387
C9 8.243 -12.224 15.188  -0.012
C10 8.953 -13.433 15.395  -0.050
C11 8.702 -14.193 16.508  -0.076
C12 7.823 -13.728 17.501  -0.147
C13 7.184 -12.530 17.330  -0.671
I1 5.994 -11.691 18.811  1.004
C14 5.065 -8.051 15.981  -0.289
O2 4.250 -8.853 16.444  -0.057
H1 2.960 -5.258 16.246  0.104
H2 3.231 -6.375 17.617  0.099
H3 2.535 -6.923 16.213  0.043
H4 6.884 -5.227 14.077  0.141
H5 9.121 -7.853 14.837  0.133
H6 8.811 -6.445 13.727  0.135
H7 9.092 -7.997 12.386  0.110
H8 8.152 -9.622 15.441  0.128
H9 8.332 -11.709 14.241  0.093
H10 9.621 -13.833 14.678  0.105
H11 9.100 -15.197 16.649  0.119
H12 7.540 -14.382 18.328  0.111
S1 -0.427 -11.764 17.947  1.144
C15 0.463 -10.563 18.742  -0.353
C16 1.659 -10.275 18.116  -0.171
C17 1.842 -11.111 17.011  -0.343
C18 0.776 -11.963 16.775  -0.567
C19 0.743 -12.955 15.754  -0.303
C20 -0.220 -14.007 15.849  -0.003
C21 -0.306 -14.913 14.833  -0.030
C22 0.593 -14.862 13.768  -0.005
C23 1.533 -13.803 13.699  -0.083
N3 1.601 -12.878 14.693  0.019
H13 -0.037 -9.974 19.506  0.089
H14 2.385 -9.593 18.417  0.086
H15 -0.868 -14.037 16.718  0.100
H16 -0.973 -15.743 14.871  0.119
H17 0.568 -15.614 13.024  0.103
H18 2.285 -13.753 12.977  0.071
N4 5.298 -15.450 16.100  0.107
C24 4.341 -15.395 17.055  -0.056
C25 3.719 -14.219 16.903  -0.152
N5 4.312 -13.531 15.874  -0.068
C26 5.252 -14.326 15.419  -0.185
H19 5.882 -16.245 15.916  0.177
H20 4.201 -16.269 17.686  0.142
H21 2.929 -13.774 17.447  0.099
H22 5.958 -14.049 14.638  0.147
N6 2.798 -8.141 13.553  -0.037
N7 1.970 -9.147 14.168  -0.092
H23 2.337 -7.732 12.745  0.088
H24 3.654 -8.555 13.183  0.056
H25 1.143 -9.353 13.607  0.088
H26 1.602 -8.649 15.016  0.082
N8 8.502 -10.849 11.668  0.187
C27 7.656 -11.833 11.240  -0.507
O3 8.087 -12.883 10.831  0.097
C28 6.195 -11.710 11.451  -0.108
C29 5.326 -12.230 10.506  0.045
C30 3.929 -12.312 10.734  0.012
C31 3.512 -11.830 11.968  -0.180
N9 4.322 -11.324 12.875  -0.015
C32 5.636 -11.237 12.616  -0.072
H27 9.494 -10.951 11.534  0.123
H28 8.160 -9.982 12.094  0.064
H29 5.737 -12.582 9.567  0.136
H30 3.209 -12.710 9.993  0.134
H31 2.446 -11.870 12.221  0.101
H32 6.222 -10.831 13.371  0.071

=====

Record 2
Computed, not measured: a single C6H12N2 molecule, with the ωB97M-V functional and the def2-TZVPD basis.

Summary:
- HOMO (alpha / beta): -8.13 / -8.13 eV
- 2S+1: 1

Last column: Löwdin charge in e.
Geometry (Å):
C1 -2.111 -0.846 0.119  -0.041
C2 -1.529 1.590 -0.231  -0.042
C3 2.885 0.237 -0.020  -0.065
C4 0.408 -0.387 0.006  -0.523
C5 -1.054 0.150 -0.363  -0.517
N1 0.671 -1.673 0.563  0.102
C6 1.440 0.548 -0.141  -0.016
N2 -0.148 -0.197 -1.361  0.147
H1 0.450 -1.727 1.550  0.086
H2 0.203 -2.426 0.078  0.078
H3 1.176 1.584 -0.292  0.098
H4 -3.062 -0.585 -0.353  0.079
H5 -2.252 -0.791 1.202  0.082
H6 -1.876 -1.870 -0.161  0.066
H7 -0.742 2.305 -0.462  0.062
H8 -1.923 1.803 0.766  0.078
H9 -2.334 1.757 -0.954  0.082
H10 3.435 0.650 -0.872  0.083
H11 3.301 0.716 0.875  0.089
H12 3.062 -0.836 0.051  0.070

=====

Record 3
Computed, not measured: 4 unconnected molecules or ions with the total composition C24H58O14P2, with the ωB97M-V functional and the def2-TZVPD basis.

Summary:
- HOMO: -9.49 eV
- 2S+1: 1
- SMILES: CCOP(=O)(OCC)OCC.CCOP(=O)(OCC)OCC.COCCOCCOC.COCCOCCOC

Last column: Löwdin charge in e.
Geometry (Å):
C1 -15.451 -22.431 -25.541  -0.069
O1 -14.975 -22.247 -24.176  -0.171
C2 -14.072 -23.252 -23.841  -0.256
C3 -13.686 -23.175 -22.361  -0.169
O2 -14.686 -23.603 -21.394  -0.176
C4 -15.862 -22.714 -21.160  -0.125
C5 -16.656 -23.196 -19.951  -0.230
O3 -17.702 -24.011 -20.365  -0.194
C6 -17.275 -25.383 -20.475  -0.081
H1 -15.190 -23.426 -25.903  0.076
H2 -15.078 -21.655 -26.210  0.089
H3 -16.529 -22.593 -25.521  0.086
H4 -13.143 -23.249 -24.411  0.123
H5 -14.432 -24.277 -23.930  0.124
H6 -13.540 -22.141 -22.049  0.116
H7 -12.748 -23.695 -22.163  0.121
H8 -16.439 -22.783 -22.082  0.123
H9 -15.580 -21.685 -20.940  0.118
H10 -17.123 -22.378 -19.402  0.126
H11 -16.061 -23.768 -19.239  0.119
H12 -16.906 -25.653 -19.485  0.080
H13 -16.473 -25.515 -21.200  0.083
H14 -18.137 -26.039 -20.600  0.086
C7 -10.899 -26.115 -16.276  -0.038
O4 -10.245 -26.979 -15.264  -0.177
C8 -10.673 -26.871 -14.008  -0.302
C9 -9.468 -27.073 -13.144  -0.135
O5 -9.707 -26.855 -11.728  -0.116
C10 -9.737 -25.565 -11.261  -0.252
C11 -9.546 -25.659 -9.762  -0.184
O6 -8.157 -25.731 -9.291  -0.214
C12 -7.943 -26.290 -7.961  -0.084
H15 -11.981 -26.218 -16.201  0.087
H16 -10.545 -26.398 -17.267  0.081
H17 -10.586 -25.071 -16.258  0.080
H18 -11.431 -27.642 -13.866  0.134
H19 -11.125 -25.901 -13.800  0.124
H20 -8.605 -26.482 -13.453  0.134
H21 -9.219 -28.127 -13.264  0.131
H22 -10.617 -24.942 -11.425  0.124
H23 -8.897 -24.907 -11.486  0.129
H24 -10.016 -26.625 -9.574  0.116
H25 -10.052 -24.948 -9.109  0.120
H26 -6.866 -26.252 -7.797  0.082
H27 -8.272 -27.329 -7.953  0.081
H28 -8.458 -25.663 -7.233  0.079
C13 -9.006 -17.774 -23.232  -0.044
C14 -8.387 -17.248 -21.844  -0.266
O7 -7.254 -18.001 -21.583  -0.153
P1 -6.522 -17.728 -20.247  0.419
O8 -7.100 -16.615 -19.454  -0.232
O9 -6.648 -19.078 -19.391  -0.169
C15 -7.770 -19.300 -18.552  -0.260
C16 -7.701 -20.677 -17.769  -0.064
O10 -4.976 -17.675 -20.680  -0.148
C17 -4.117 -16.793 -20.069  -0.338
C18 -2.761 -17.149 -20.528  -0.086
H29 -8.310 -17.805 -24.071  0.066
H30 -9.459 -18.761 -23.151  0.065
H31 -9.761 -17.079 -23.598  0.063
H32 -8.148 -16.185 -21.893  0.113
H33 -9.109 -17.279 -21.028  0.111
H34 -7.886 -18.471 -17.854  0.111
H35 -8.719 -19.421 -19.075  0.107
H36 -8.550 -20.958 -17.146  0.066
H37 -7.389 -21.524 -18.381  0.073
H38 -7.072 -20.517 -16.894  0.061
H39 -4.393 -15.793 -20.406  0.127
H40 -4.076 -16.795 -18.980  0.129
H41 -2.732 -17.156 -21.618  0.082
H42 -2.049 -16.403 -20.176  0.083
H43 -2.389 -18.135 -20.248  0.084
C19 -20.680 -17.473 -19.599  -0.058
C20 -19.898 -16.168 -19.409  -0.332
O11 -18.530 -16.208 -19.704  -0.177
P2 -17.528 -16.099 -18.362  0.549
O12 -17.969 -16.636 -17.067  -0.225
O13 -17.035 -14.557 -18.435  -0.215
C21 -17.427 -13.575 -17.426  -0.231
C22 -18.891 -13.132 -17.564  -0.081
O14 -16.118 -16.814 -18.860  -0.207
C23 -14.937 -16.991 -18.189  -0.287
C24 -14.414 -15.610 -17.701  -0.068
H44 -20.575 -17.629 -20.673  0.075
H45 -20.375 -18.285 -18.938  0.082
H46 -21.759 -17.367 -19.490  0.074
H47 -20.253 -15.371 -20.062  0.123
H48 -20.023 -15.887 -18.364  0.088
H49 -17.292 -13.996 -16.430  0.110
H50 -16.792 -12.692 -17.502  0.117
H51 -19.629 -13.811 -17.138  0.067
H52 -19.047 -12.179 -17.058  0.074
H53 -19.257 -13.004 -18.582  0.077
H54 -15.200 -17.456 -17.238  0.107
H55 -14.306 -17.665 -18.768  0.123
H56 -14.972 -15.227 -16.847  0.067
H57 -13.397 -15.681 -17.316  0.073
H58 -14.480 -14.906 -18.531  0.076

=====

Let's list ΔE to the lowest compared entry with this formula, charge and spin in order: 13.7, 78.8, 0.0 kcal/mol.